ORCA calculation (ωB97M-V/def2-TZVPD) on a structure of composition C40H45F3IN7PS2Ti in a non-equilibrium geometry.

Last column: Löwdin charge in e.
CARTESIAN COORDINATES (ANGSTROEM)
Ti: 1.3975 1.3154 0.4893  0.96
F: 4.1126 -2.5292 -0.7269  0.14
C: 4.0493 -2.9159 0.5639  -0.60
F: 3.0245 -3.7562 0.6895  0.18
F: 5.1755 -3.5455 0.8684  0.19
C: 3.8567 -1.6937 1.4414  -0.07
C: 4.7040 -1.4107 2.4974  0.09
C: 4.5320 -0.2397 3.2433  0.02
C: 3.5347 0.6298 2.8840  -0.09
N: 2.7036 0.3488 1.8582  -0.10
C: 2.8248 -0.8003 1.1818  -0.58
S: 1.5526 -0.9547 -0.0240  0.84
H: 5.5048 -2.0990 2.7394  0.15
H: 5.1767 -0.0119 4.0805  0.14
H: 3.3790 1.5665 3.4045  0.13
C: 3.4281 3.4003 0.5806  -0.04
N: 3.0960 2.2804 -0.3543  -0.32
C: 4.3210 1.4217 -0.4726  -0.02
C: 2.8028 2.9359 -1.6836  -0.14
C: 2.6032 1.9392 -2.7863  -0.17
N: 1.3874 1.1689 -2.5037  -0.25
C: 1.5184 -0.2177 -2.9763  -0.11
C: 0.2269 1.7806 -3.1769  -0.07
H: 4.3711 3.8573 0.2785  0.13
H: 3.5413 3.0344 1.5997  0.08
H: 2.6523 4.1620 0.5440  0.09
H: 5.0741 1.9741 -1.0365  0.13
H: 4.0949 0.4893 -0.9803  0.08
H: 4.7161 1.2152 0.5179  0.10
H: 3.6198 3.6279 -1.9043  0.15
H: 1.8960 3.5301 -1.5499  0.12
H: 3.4514 1.2643 -2.8732  0.13
H: 2.5521 2.4834 -3.7354  0.15
H: 2.4247 -0.6734 -2.5821  0.07
H: 0.6648 -0.8007 -2.6351  0.03
H: 1.5495 -0.2601 -4.0702  0.12
H: 0.3024 1.6659 -4.2631  0.13
H: 0.1839 2.8538 -2.9735  0.09
H: -0.7049 1.2970 -2.8667  0.07
I: -1.4874 -0.8447 2.2743  1.06
C: -3.4687 -1.5349 1.9347  -0.56
C: -4.2286 -1.3470 3.0552  -0.18
C: -5.5348 -1.8624 3.1289  -0.05
C: -6.0073 -2.5906 2.0853  0.00
C: -5.2314 -2.7995 0.9184  -0.14
C: -5.7848 -3.6121 -0.0979  0.00
C: -5.0952 -3.8768 -1.2398  -0.03
C: -3.8421 -3.2767 -1.4197  -0.07
C: -3.2590 -2.4533 -0.4825  -0.31
P: -1.7225 -1.6444 -1.1125  1.01
C: -2.3998 -0.8975 -2.6468  -0.39
C: -2.2356 -1.3089 -3.9671  -0.08
C: -2.8078 -0.5864 -5.0113  -0.05
C: -3.5652 0.5461 -4.7552  -0.06
C: -3.7620 0.9553 -3.4403  -0.07
C: -3.1762 0.2458 -2.4024  -0.14
C: -0.6706 -3.0927 -1.4636  -0.41
C: -0.5664 -3.9912 -0.3938  -0.11
C: 0.2563 -5.1019 -0.4760  -0.06
C: 1.0013 -5.3351 -1.6262  -0.06
C: 0.9254 -4.4422 -2.6813  -0.06
C: 0.0992 -3.3251 -2.6010  -0.12
C: -3.9240 -2.2284 0.7687  -0.18
H: -3.8223 -0.8244 3.9097  0.08
H: -6.1248 -1.7052 4.0211  0.12
H: -6.9922 -3.0386 2.1285  0.13
H: -6.7699 -4.0322 0.0638  0.13
H: -5.5094 -4.5139 -2.0093  0.12
H: -3.3227 -3.4573 -2.3542  0.11
H: -1.6968 -2.2157 -4.2041  0.09
H: -2.6817 -0.9327 -6.0293  0.12
H: -4.0272 1.0886 -5.5695  0.12
H: -4.3930 1.8096 -3.2271  0.11
H: -3.3838 0.5410 -1.3745  0.10
H: -1.1602 -3.8388 0.5014  0.10
H: 0.3034 -5.7976 0.3518  0.12
H: 1.6280 -6.2140 -1.7010  0.12
H: 1.4968 -4.6190 -3.5834  0.12
H: 0.0733 -2.6518 -3.4469  0.08
N: -0.7014 2.7161 -0.6146  0.05
N: -0.4961 1.3246 -0.3513  -0.17
H: -1.6190 2.9734 -0.2621  0.13
H: -0.7080 2.8561 -1.6203  0.05
H: -0.5708 0.7349 -1.1877  0.01
H: -1.1869 0.9260 0.3008  -0.01
N: -0.2828 4.2691 6.7453  0.11
C: -0.0173 4.8640 5.5727  -0.81
S: 0.1560 6.4760 5.3850  0.82
C: 0.1761 3.9478 4.3939  -0.16
C: 0.3686 2.5684 4.5120  0.04
C: 0.6218 1.8058 3.3964  -0.16
N: 0.6615 2.3258 2.1479  -0.07
C: 0.3985 3.6565 2.0270  -0.11
C: 0.1876 4.4768 3.1014  0.00
H: -0.4162 4.8598 7.5523  0.12
H: -0.5233 3.2991 6.8463  0.10
H: 0.3625 2.0627 5.4668  0.13
H: 0.7912 0.7435 3.4916  0.08
H: 0.3549 4.0520 1.0244  0.10
H: 0.0109 5.5347 2.9597  0.10

HOMO-LUMO gap in eV: 4.4
Charge: +3